1.
Computed, not measured: the ion C3H8NOS with charge -1 at a distorted geometry, with ωB97M-V/def2-TZVPD.

Computed properties:
Relative energy (zero: lowest compared OMol25 entry of this formula, charge and spin)   113.9 kcal/mol
Gap between HOMO and LUMO   0.1731 hartree
E   -647.15800 Eh
Max |F|   0.0593 hartree/bohr
SMILES   CN([O-])CCS
Net charge   -1

Last column: Mulliken charge in e.
CARTESIAN COORDINATES (ANGSTROEM)
C 0.0615 0.9481 -1.5210  -1.0473
C -0.6286 0.2201 0.7730  -0.6017
C 0.0275 -1.1133 0.6807  -0.5707
N -1.1501 0.9814 -0.6179  -0.0057
O -2.1096 0.4644 -1.3118  -0.7790
S 0.9962 -1.7548 2.4287  -0.3398
H 0.1495 1.9825 -1.8914  0.2747
H 0.9539 0.6345 -1.0731  0.3466
H -0.2506 0.4009 -2.3708  0.3386
H 0.1663 0.9861 1.0165  0.2771
H -1.5663 0.2590 1.3571  0.3531
H -0.6083 -1.9749 0.6303  0.3708
H 0.8283 -1.0847 0.0234  0.3105
H 1.8574 -0.8006 2.5082  0.0729

=====

2.
Computed, not measured: the molecule C6H10O3 at a distorted geometry, with ωB97M-V/def2-TZVPD.

Computed properties:
Relative energy (zero: lowest compared OMol25 entry of this formula, charge and spin)   97.0 kcal/mol
Gap between HOMO and LUMO (alpha / beta)   0.2878 / 0.2898 hartree
E   -460.19590 Eh
Max |F|   0.0436 hartree/bohr

Last column: Mulliken charge in e.
CARTESIAN COORDINATES (ANGSTROEM)
C 0.0483 0.5219 0.3151  1.5481
C -0.9064 -0.5565 0.7758  -0.7412
C -2.0727 -1.1722 -1.1267  -0.4474
C -0.0349 1.7265 1.2577  -1.6730
C 1.9159 -0.8606 -0.7952  -1.2293
C 1.4255 -0.1771 0.4476  0.4823
O -1.6160 -1.3891 0.0811  -0.2619
O -0.1301 0.9119 -1.0267  -0.5840
O 2.0178 -0.1802 1.4978  -0.5731
H -1.0463 1.2466 -1.0952  0.3873
H -0.8568 -0.8109 1.8247  0.4071
H -2.0643 -0.2782 -1.7216  0.2235
H -2.6136 -1.9946 -1.5608  0.2877
H 0.6357 2.5074 0.9045  0.3553
H 0.2717 1.4360 2.2585  0.3630
H -1.0540 2.1080 1.2915  0.4574
H 1.1527 -1.5372 -1.1760  0.3049
H 2.8405 -1.3930 -0.5876  0.3745
H 2.0870 -0.1087 -1.5644  0.3188

=====

3.
Computed, not measured: a structure of composition C37H59N5O2SSi3TeTi at a distorted geometry, with ωB97M-V/def2-TZVPD.

Computed properties:
Relative energy (zero: lowest compared OMol25 entry of this formula, charge and spin)   64.7 kcal/mol
Gap between HOMO and LUMO (alpha / beta)   0.2254 / 0.1953 hartree
2S+1   2
E   -4253.89366 Eh
Max |F|   0.0766 hartree/bohr
Net charge   -1

Last column: Mulliken spin population.
CARTESIAN COORDINATES (ANGSTROEM)
Ti -0.4254 -0.7023 2.0520  0.2211
N -3.6531 -1.2890 5.0308  0.0138
C -2.5403 -1.3072 4.2139  0.0379
S -2.8224 -1.4317 2.5121  -0.0284
N -1.3762 -1.2408 4.7867  -0.0095
N -0.3094 -1.2271 3.9338  0.1349
C 0.8383 -1.6699 4.4481  0.3080
C 1.8674 -2.0306 3.5709  0.0487
C 2.9988 -2.7675 3.9875  0.0573
C 3.8338 -3.3258 3.0569  0.0169
C 3.5222 -3.1497 1.6967  0.1173
C 2.4466 -2.3634 1.3607  0.0202
N 1.6448 -1.7500 2.2404  0.1209
H -4.4564 -1.7407 4.6272  0.0001
H -3.4666 -1.5023 5.9990  -0.0003
H 0.8922 -1.9015 5.5064  -0.0025
H 3.1607 -2.9094 5.0483  -0.0010
H 4.6978 -3.9026 3.3606  0.0032
H 4.1091 -3.6170 0.9198  0.0057
H 2.2086 -2.2256 0.3143  -0.0187
C -2.3610 -0.0099 -0.7228  0.0023
O -1.1426 0.5509 -0.2609  0.0150
Si -1.1189 2.0152 0.5638  -0.0054
C 0.2981 3.0081 -0.2380  0.0022
C -2.5938 3.0413 -0.0909  0.0003
C -1.0545 1.5526 2.3850  -0.0296
Si 0.4478 2.2026 3.3122  -0.0251
C 0.6357 4.1104 3.3597  0.0011
C 0.6981 1.7556 5.1508  -0.0093
C 2.0592 1.5585 2.5221  0.0241
Si -2.6686 2.0810 3.2323  0.0006
C -2.9367 3.9765 3.0237  -0.0009
C -2.7262 1.9144 5.1318  0.0030
C -4.3453 1.3850 2.6256  -0.0017
H -3.0081 -0.2833 0.1155  0.0006
H -2.1428 -0.9153 -1.2882  0.0003
H -2.8897 0.6964 -1.3686  -0.0004
H -0.0243 3.4332 -1.1881  0.0001
H 1.1961 2.4269 -0.4268  -0.0007
H 0.5768 3.8422 0.4070  0.0002
H -2.6048 3.0523 -1.1825  0.0005
H -2.5067 4.0735 0.2471  0.0000
H -3.5571 2.6660 0.2530  -0.0002
H -0.0147 4.5366 4.1248  -0.0004
H 0.3664 4.5720 2.4096  -0.0003
H 1.6596 4.4085 3.5910  0.0003
H -0.1962 1.9147 5.7484  -0.0003
H 1.4925 2.3772 5.5685  0.0023
H 0.9907 0.7133 5.2675  0.0067
H 2.4257 2.2305 1.7478  0.0001
H 1.8907 0.5774 2.0758  -0.0031
H 2.8498 1.4448 3.2647  0.0027
H -1.9941 4.4876 2.8283  0.0003
H -3.3714 4.4181 3.9220  -0.0001
H -3.6063 4.2026 2.1951  0.0000
H -2.1799 2.7329 5.6027  -0.0002
H -2.3038 0.9766 5.4820  -0.0001
H -3.7580 1.9649 5.4824  0.0004
H -4.3016 1.0391 1.5931  0.0009
H -5.1211 2.1516 2.6901  -0.0002
H -4.6608 0.5346 3.2236  0.0003
C -1.0589 -4.0075 1.5372  -0.0043
C -0.8277 -3.0914 0.3321  0.0157
O -1.0200 -3.5919 -0.8168  -0.0002
N -0.3816 -1.8822 0.5209  -0.0526
Te 0.6220 -1.8904 -1.9850  -0.0022
C -0.6227 -1.3697 -3.6581  -0.0112
C -1.3437 -2.3600 -4.3374  0.0021
C -1.2587 -3.8176 -3.9746  0.0013
C -2.1305 -2.0080 -5.4314  -0.0027
C -2.2166 -0.7023 -5.8855  0.0032
C -3.0461 -0.3304 -7.0852  -0.0017
C -1.5099 0.2697 -5.1915  0.0011
C -0.7295 -0.0345 -4.0823  0.0025
C -0.0185 1.0976 -3.3969  0.0049
C 2.3882 -0.8589 -2.8438  -0.0016
C 2.8259 -1.1375 -4.1512  0.0011
C 2.0661 -2.0626 -5.0628  0.0015
C 3.9910 -0.5518 -4.6378  0.0007
C 4.7658 0.2947 -3.8610  0.0019
C 6.0068 0.9572 -4.3942  -0.0013
C 4.3547 0.5306 -2.5596  -0.0014
C 3.1866 -0.0285 -2.0494  -0.0071
C 2.8410 0.3187 -0.6308  0.0045
H -0.5080 -4.9357 1.3740  0.0007
H -2.1205 -4.2345 1.6148  0.0007
H -0.7138 -3.5298 2.4529  0.0076
H -1.0587 -3.9529 -2.9160  0.0011
H -0.4607 -4.2947 -4.5507  -0.0003
H -2.1955 -4.3185 -4.2208  0.0002
H -2.6750 -2.7887 -5.9524  -0.0001
H -3.4813 -1.2119 -7.5545  -0.0003
H -2.4367 0.1897 -7.8263  0.0002
H -3.8567 0.3403 -6.7939  0.0002
H -1.5613 1.3012 -5.5253  0.0000
H -0.5846 2.0228 -3.5141  -0.0001
H 0.9719 1.2495 -3.8312  -0.0010
H 0.1001 0.8853 -2.3372  -0.0033
H 1.7608 -2.9614 -4.5240  0.0002
H 2.6806 -2.3470 -5.9175  0.0003
H 1.1600 -1.5794 -5.4280  -0.0002
H 4.3023 -0.7692 -5.6546  0.0001
H 6.2204 0.6418 -5.4143  -0.0002
H 6.8694 0.7249 -3.7681  0.0001
H 5.8832 2.0414 -4.3900  0.0003
H 4.9506 1.1734 -1.9189  -0.0005
H 2.9610 1.3899 -0.4834  0.0007
H 3.5239 -0.1760 0.0617  -0.0023
H 1.8163 0.0327 -0.3834  0.0093

=====

> The lowest relative energy (zero: lowest compared OMol25 entry of this formula, charge and spin) belongs to which entry?

C37H59N5O2SSi3TeTi